(1)
Below is 2 unconnected molecules or ions with the total composition C28H33F3O3 in a non-equilibrium geometry, with properties calculated with ωB97M-V with the def2-TZVPD basis set.

Geometry as XYZ:
```
67
Properties=species:S:1:pos:R:3:nbo_charge:R:1
C 1.6003 3.8038 1.1619 -0.6215
C 0.5223 2.8674 0.6569 -0.0580
O 0.7155 1.6007 1.2962 -0.5532
C 0.1217 0.4396 0.8986 0.7202
C 0.3264 -0.5117 1.9740 -0.2255
C -0.0509 -1.9015 1.9326 0.5071
O 0.4257 -2.6729 2.7939 -0.6243
C -0.9855 -2.5182 0.9090 -0.4758
C -0.2929 -3.3303 -0.2078 -0.3872
C 0.8789 -4.2673 0.1717 -0.4114
C 2.2418 -3.9163 -0.4615 -0.4049
C 3.3923 -3.6914 0.5340 -0.4030
C 4.1574 -2.3832 0.3183 -0.3870
C 3.4671 -1.1099 0.8236 -0.3962
C 3.4370 -0.9764 2.3516 -0.4135
C 2.6428 0.2408 2.8526 -0.3759
C 1.1703 -0.0437 3.1449 -0.4314
O -0.4239 0.2816 -0.1878 -0.6525
H 1.5572 4.7136 0.5563 0.2029
H 1.4326 4.0589 2.2176 0.2174
H 2.5894 3.3475 1.0306 0.2260
H -0.4803 3.2354 0.9107 0.1521
H 0.6188 2.7365 -0.4201 0.1853
H -1.6372 -3.2117 1.4695 0.2180
H -1.5949 -1.7373 0.4443 0.2169
H -1.0708 -3.9756 -0.6481 0.2003
H 0.0217 -2.6371 -1.0031 0.1981
H 0.9359 -4.3364 1.2621 0.2350
H 0.6204 -5.2788 -0.1805 0.1945
H 2.5163 -4.7730 -1.0994 0.1995
H 2.1476 -3.0525 -1.1350 0.1933
H 3.0252 -3.7446 1.5643 0.2105
H 4.1072 -4.5174 0.4138 0.1978
H 5.1283 -2.4757 0.8172 0.1952
H 4.3523 -2.2492 -0.7510 0.1936
H 4.0046 -0.2312 0.4237 0.1911
H 2.4372 -1.0230 0.4403 0.2001
H 3.0342 -1.8966 2.8045 0.2162
H 4.4791 -0.8906 2.7024 0.1917
H 3.1038 0.5698 3.7956 0.1981
H 2.6826 1.0670 2.1324 0.1990
H 0.7204 0.8494 3.5998 0.2093
H 1.1391 -0.8448 3.8866 0.2368
F -4.3628 -1.8409 -2.3290 -0.3166
C -4.4120 -0.7569 -1.4916 0.4111
C -5.6119 -0.4862 -0.8230 -0.2970
C -5.5425 0.5570 0.0995 0.3952
F -6.6846 0.8484 0.8136 -0.3207
C -4.4213 1.3467 0.2872 -0.2436
C -3.3427 1.2439 -0.6384 0.0089
C -2.4069 2.3092 -0.7825 0.0476
C -1.8359 2.7536 -2.0125 -0.1381
C -0.9150 3.8551 -2.0191 -0.1422
C -0.4108 4.3756 -3.2029 -0.2077
C -0.8080 3.8674 -4.4517 -0.2132
C -1.7034 2.8035 -4.4363 0.3746
F -2.1072 2.2940 -5.6464 -0.3237
C -2.1778 2.2014 -3.2830 -0.1673
C -3.2902 0.0557 -1.4216 -0.2717
H -6.5068 -1.0814 -0.9557 0.2609
H -4.3808 2.1193 1.0496 0.2385
H -2.3478 3.0502 0.0162 0.2171
H -0.5963 4.2927 -1.0714 0.2238
H 0.2999 5.2011 -3.1637 0.2315
H -0.4012 4.2107 -5.4002 0.2463
H -2.8549 1.3561 -3.3451 0.2370
H -2.3956 -0.1899 -1.9889 0.2647
```

Summary:
Energy relative to the best compared isomer or geometry (same formula, charge and spin) (kcal per mole): 0.0
Energy (hartree): -1611.915064
Highest occupied orbital energy (eV): -6.52

---

(2)
Below is a molecular structure, C28H33GeN3O3PbTe, with properties calculated with ωB97M-V with the def2-TZVPD basis set.

Geometry as XYZ:
```
70
Properties=species:S:1:pos:R:3:nbo_charge:R:1
Pb 1.4880 0.5738 -0.1706 1.2525
O 1.2107 5.1164 1.6671 -0.6934
C 0.9709 4.8676 2.9623 0.3399
C 0.8051 5.9625 3.8170 -0.2950
C 0.5770 5.7724 5.1657 -0.2003
C 0.5083 4.4859 5.6925 -0.2891
C 0.6676 3.4011 4.8477 -0.1630
C 0.8972 3.5612 3.4830 -0.1380
C 1.0404 2.3716 2.5806 0.5625
O 1.1718 2.5958 1.3213 -0.8031
N 0.9860 1.2060 3.1629 -0.4775
N 1.1245 0.1449 2.2735 -0.3495
C 0.8658 -0.9886 2.8105 0.1317
C 0.8998 -2.3042 2.1987 -0.2496
C 0.3484 -3.3492 2.9534 -0.1480
C 0.3141 -4.6522 2.5045 -0.3272
C 0.8667 -4.9317 1.2480 -0.2091
C 1.4295 -3.9370 0.4859 -0.2603
C 1.4758 -2.5811 0.9211 0.4077
O 2.0336 -1.6907 0.1845 -0.7984
H 1.3288 4.2123 1.2465 0.5230
H 0.8650 6.9543 3.3865 0.2075
H 0.4519 6.6335 5.8130 0.1918
H 0.3266 4.3331 6.7492 0.1947
H 0.6107 2.3878 5.2222 0.2331
H 0.5576 -0.9631 3.8591 0.1648
H -0.0720 -3.1036 3.9245 0.1903
H -0.1300 -5.4354 3.1057 0.1908
H 0.8495 -5.9476 0.8666 0.1901
H 1.8541 -4.1459 -0.4885 0.2053
N -0.5612 1.9422 -3.4000 -0.7340
C 0.0629 2.4187 -2.5453 0.2577
H -0.6982 1.3672 -4.2217 0.4596
C -2.5625 -4.9660 -6.9901 -0.6145
C -1.6376 -3.8315 -6.6325 -0.0633
C -1.3221 -2.8387 -7.5464 -0.2626
C -0.4837 -1.7733 -7.2209 0.0377
C -0.1908 -0.7437 -8.2761 -0.6522
C 0.0718 -1.6736 -5.9334 -0.2453
Te 1.3376 -0.0524 -5.3898 -0.4976
C -0.2401 -2.6868 -5.0010 -0.0355
C 0.3134 -2.6618 -3.6030 -0.6377
C -1.0799 -3.7346 -5.3637 -0.2328
H -2.7731 -4.9753 -8.0613 0.1974
H -3.5187 -4.8851 -6.4653 0.2021
H -2.1301 -5.9339 -6.7246 0.2010
H -1.7386 -2.8898 -8.5499 0.1773
H -0.6928 -0.9952 -9.2142 0.1797
H 0.8845 -0.6622 -8.4481 0.2273
H -0.5080 0.2488 -7.9489 0.2254
H 1.4022 -2.5921 -3.6139 0.2347
H 0.0122 -3.5506 -3.0453 0.1941
H -0.0282 -1.7776 -3.0610 0.2321
H -1.3047 -4.5002 -4.6253 0.1869
C -2.4842 0.3903 2.3160 -1.0976
Ge -2.2060 0.9472 0.4494 1.6440
C -3.8767 0.5526 -0.5349 -1.0872
C -2.0583 2.9038 0.4683 -1.0925
C -0.7351 -0.0528 -0.3125 -1.4268
H -3.3463 0.8998 2.7532 0.2078
H -1.6005 0.6416 2.9058 0.2390
H -2.6434 -0.6886 2.3764 0.2181
H -4.7311 1.0563 -0.0752 0.2048
H -4.0691 -0.5218 -0.5473 0.2172
H -3.7900 0.8939 -1.5683 0.2217
H -3.0082 3.3359 0.7941 0.2043
H -1.8122 3.2946 -0.5186 0.2338
H -1.2749 3.2193 1.1548 0.2382
H -0.9156 -0.2252 -1.3778 0.2258
H -0.7320 -1.0319 0.1795 0.2276
```

Summary:
Energy relative to the best compared isomer or geometry (same formula, charge and spin) (kcal per mole): 12.6
Energy (hartree): -4014.589525
Highest occupied orbital energy (eV): -1.52
Net charge: -2

---

> Which of these has the highest highest occupied orbital energy?

C28H33GeN3O3PbTe

---

> What is the formula in the first record?

C28H33F3O3

---

> The highest highest occupied orbital energy belongs to which entry?

C28H33GeN3O3PbTe

---

> Among the records above, which one has the lowest energy?

C28H33GeN3O3PbTe